--- i ---
DFT (ωB97M-V/def2-TZVPD) results for an isolated ion of composition C4H6IN2 and charge +1.

```
13
Properties=species:S:1:pos:R:3
I -1.557 -0.510 -2.720
N 0.277 -0.264 -0.203
N -1.811 0.637 0.434
C 1.596 -0.678 -0.730
C 0.258 0.121 1.159
C -0.886 -0.108 -0.777
C -0.952 0.696 1.450
H -1.349 1.280 2.241
H 1.217 0.004 1.676
H 2.423 0.023 -0.442
H 1.521 -0.635 -1.914
H -2.682 1.153 0.318
H 1.946 -1.720 -0.493
```

Gap between HOMO and LUMO   9.2 eV
Structure (SMILES)   C[n+]1cc[nH]c1I
Charge   +1
Lowest unoccupied orbital energy   -4.17 eV
HOMO   -13.323 eV

=====

--- ii ---
DFT (ωB97M-V/def2-TZVPD) results for an isolated ion of composition C4H6IN2 and charge +1.

```
13
Properties=species:S:1:pos:R:3
I 4.828 0.050 0.002
N 0.583 -0.079 -0.064
N 2.906 -0.420 0.008
C 0.453 -2.589 0.018
C 0.100 -1.359 -0.036
C 1.890 0.332 -0.045
C -0.413 0.992 0.021
H -1.381 0.650 -0.338
H -0.112 1.839 -0.592
H 1.953 1.421 -0.085
H -0.528 1.332 1.054
H 0.618 -3.633 0.067
H -1.010 -1.353 -0.099
```

Gap between HOMO and LUMO (alpha / beta)   5.6 / 5.6 eV
Charge   +1
Lowest unoccupied orbital energy (alpha / beta)   -7.20 / -7.20 eV
HOMO (alpha / beta)   -12.762 / -12.762 eV

=====

--- iii ---
DFT (ωB97M-V/def2-TZVPD) results for C4H6IN2 as an isolated structure.

```
13
Properties=species:S:1:pos:R:3
I 0.486 3.514 -0.100
N -0.406 0.285 0.163
N 0.926 -1.376 0.894
C 0.106 1.294 -0.541
C -0.301 0.773 -1.829
C -0.818 -0.276 -1.114
C -0.010 -0.417 1.358
H 0.516 0.327 2.067
H 0.722 -2.370 0.683
H -0.455 1.083 -2.804
H 1.803 -0.891 0.724
H -1.671 -0.929 -1.363
H -0.898 -1.018 1.863
```

Gap between HOMO and LUMO (alpha / beta)   7.2 / 7.2 eV
Charge   +1
Lowest unoccupied orbital energy (alpha / beta)   -6.36 / -6.36 eV
HOMO (alpha / beta)   -13.606 / -13.607 eV

=====

Ordering by calculated energy gives the sequence i, iii, ii, with the first entry being the most stable.

=====

--- i ---
DFT (ωB97M-V/def2-TZVPD) results for a 3-piece molecular cluster, C4H14O2S2 overall.

```
22
Properties=species:S:1:pos:R:3
S -0.250 2.076 0.965
S 0.669 0.254 1.222
O 1.992 -0.738 -1.913
O -2.187 0.178 -2.735
C 0.706 -3.114 0.502
C -0.574 -0.925 0.544
C -0.377 -2.294 1.187
C 0.018 2.437 -0.790
H -1.534 -0.482 0.762
H 1.645 -2.585 0.390
H -0.399 -0.982 -0.528
H 0.980 2.042 -1.091
H 0.948 -3.986 1.091
H -2.601 -0.342 -2.032
H 2.461 0.054 -2.207
H -0.772 2.028 -1.425
H -0.149 -2.144 2.247
H 0.048 3.526 -0.880
H -1.295 -2.862 1.155
H -2.685 1.005 -2.722
H 2.098 -0.816 -0.961
H 0.362 -3.425 -0.484
```

Gap between HOMO and LUMO   9.4 eV
Structure (SMILES)   CCCSSC.O.O
Lowest unoccupied orbital energy   0.55 eV
HOMO   -8.804 eV

=====

--- ii ---
DFT (ωB97M-V/def2-TZVPD) results for a 3-piece molecular cluster, C4H14O2S2 overall.

```
22
Properties=species:S:1:pos:R:3
S -0.218 -2.806 0.325
S 0.172 -1.834 -1.366
O 0.184 1.547 2.084
O -3.036 1.197 0.485
C 2.018 0.462 -1.560
C -1.197 -1.966 1.561
C 1.714 -0.936 -0.946
C 0.770 1.347 -1.523
H 2.853 0.878 -0.879
H -0.179 0.885 -1.053
H -2.026 -1.416 1.159
H -1.524 -2.711 2.309
H -3.418 1.469 1.252
H -0.532 -1.212 2.123
H 2.532 0.422 -2.622
H 1.805 -0.858 0.202
H 0.922 2.375 -1.130
H 0.675 1.278 1.427
H -3.774 0.609 0.191
H 0.475 1.251 -2.630
H -0.700 1.610 1.881
H 2.483 -1.593 -1.290
```

Gap between HOMO and LUMO   9.1 eV
Structure (SMILES)   CCCSSC.O.O
Lowest unoccupied orbital energy   0.38 eV
HOMO   -8.679 eV

=====

Ordering by calculated energy gives the sequence i, ii, with the first entry being the most stable.

=====

--- i ---
DFT (ωB97M-V/def2-TZVPD) results for a 3-piece molecular cluster, C6H17NO3 overall.

```
27
Properties=species:S:1:pos:R:3
O 2.445 -0.207 -1.021
O -1.601 0.935 -2.142
O 2.675 0.441 1.737
N -0.003 1.988 -0.962
C -1.094 -1.835 1.510
C 0.455 2.534 0.318
C -0.706 -1.128 0.200
C -1.045 1.073 -1.064
C -1.418 0.235 0.151
C -1.071 -1.979 -1.010
H -0.020 2.603 -1.763
H -0.252 3.179 0.843
H -1.181 0.838 1.024
H -2.482 0.051 0.085
H 3.006 -0.029 -1.792
H -0.875 -1.239 2.381
H 1.402 3.052 0.171
H -2.139 -2.131 1.447
H 0.687 1.692 0.951
H -0.524 -2.756 1.587
H 2.506 0.614 0.791
H -0.733 -1.474 -1.918
H 0.384 -1.030 0.138
H 1.619 0.223 -1.305
H 2.637 -0.518 1.808
H -2.132 -2.194 -1.124
H -0.542 -2.935 -1.042
```

Gap between HOMO and LUMO   10.3 eV
Structure (SMILES)   CNC(=O)CC(C)C.O.O
Lowest unoccupied orbital energy   0.53 eV
HOMO   -9.722 eV

=====

--- ii ---
DFT (ωB97M-V/def2-TZVPD) results for a 2-piece molecular cluster, C6H17NO3 overall.

```
27
Properties=species:S:1:pos:R:3
O -1.316 1.994 -0.875
O -0.114 -0.279 -2.128
O -1.297 0.465 2.320
N 0.867 0.049 0.487
C 1.260 -0.567 -1.825
C 0.055 0.588 2.768
C 0.946 0.933 1.603
C 1.644 0.407 -0.683
C -0.784 -1.153 -2.985
C -1.576 -0.914 2.087
H 1.442 1.402 -1.032
H 0.381 -0.324 3.289
H -1.811 -0.824 -3.147
H -0.706 -2.181 -2.607
H 0.735 1.993 1.325
H -0.922 1.357 -1.504
H 1.972 0.892 1.934
H -1.978 -1.221 1.144
H 2.740 0.280 -0.477
H -2.281 -1.271 2.793
H -1.607 1.572 -0.072
H -0.096 0.016 0.216
H 0.135 1.433 3.476
H -0.669 -1.539 2.224
H -0.264 -1.159 -3.977
H 1.382 -1.597 -1.576
H 1.862 -0.351 -2.777
```

Gap between HOMO and LUMO   9.8 eV
Structure (SMILES)   COCCNCCOC.O
Lowest unoccupied orbital energy   0.88 eV
HOMO   -8.893 eV

=====

Ordering by calculated energy gives the sequence i, ii, with the first entry being the most stable.